ORCA calculation (ωB97M-V/def2-TZVPD) on an isolated ion of composition C5H8N and charge +1.

Orbital gap: 11.142 eV
E_HOMO: -14.72 eV
Structure (SMILES): C=C1[C@H]2[NH2+]C[C@@H]12
Multiplicity: 1
Total charge: +1
LUMO level: -0.1316 Eh
ΔE to the lowest compared entry with this formula, charge and spin: 3.744 eV

XYZ file:
```
14
Properties=species:S:1:pos:R:3:nbo_charge:R:1
C 1.088 -1.893 -0.251 -0.283
C 0.105 -1.084 -0.304 -0.044
C -0.889 -0.310 0.474 -0.102
N -0.235 0.972 0.967 -0.484
C 0.177 1.361 -0.377 -0.195
C -0.608 0.080 -0.954 -0.229
H 1.245 -2.521 0.529 0.221
H 1.688 -1.992 -1.164 0.232
H -1.783 -0.863 1.017 0.282
H 0.446 0.843 1.730 0.442
H -0.866 1.619 1.288 0.429
H 1.191 1.460 -0.524 0.236
H -0.339 2.247 -0.619 0.227
H -1.220 0.083 -1.813 0.267
```



ORCA calculation (ωB97M-V/def2-TZVPD) on a 3-piece molecular cluster, C3H8N2O2 overall.

Orbital gap: 9.949 eV
E_HOMO: -9.32 eV
Structure (SMILES): c1c[nH]cn1.O.O
Multiplicity: 1
Total charge: 0
LUMO level: 0.0232 Eh
ΔE to the lowest compared entry with this formula, charge and spin: 1.423 eV

XYZ file:
```
15
Properties=species:S:1:pos:R:3:nbo_charge:R:1
C 1.644 -0.028 -1.492 -0.095
C 2.483 -0.307 -0.466 -0.107
N 2.096 0.546 0.552 -0.529
C 0.929 1.142 0.161 0.164
N 0.749 0.967 -1.129 -0.481
H 1.594 -0.476 -2.468 0.216
H 3.212 -1.062 -0.229 0.223
H 2.607 0.700 1.404 0.419
H 0.229 1.588 0.847 0.197
O -1.898 -0.151 0.120 -0.961
H -1.326 0.331 -0.499 0.494
H -1.582 0.159 0.968 0.465
O -4.046 -1.486 1.521 -0.955
H -4.167 -2.434 1.401 0.460
H -3.541 -1.233 0.733 0.490
```



ORCA calculation (ωB97M-V/def2-TZVPD) on a 2-piece molecular cluster, C18H17BCl2N2O2 overall.

Orbital gap: 7.671 eV
E_HOMO: -8.11 eV
Structure (SMILES): C=Cc1cc2nccnc2cc1B(O)OCC.Clc1ccccc1Cl
Multiplicity: 1
Total charge: 0
LUMO level: -0.0163 Eh

XYZ file:
```
42
Properties=species:S:1:pos:R:3:nbo_charge:R:1
C -0.902 -2.923 1.992 -0.381
C -1.645 -1.924 1.429 -0.224
C -1.015 -0.619 1.109 -0.061
C 0.057 -0.166 1.880 -0.162
C 0.689 1.114 1.669 0.087
N 1.722 1.451 2.484 -0.349
C 2.210 2.655 2.225 -0.006
C 1.701 3.502 1.193 -0.005
N 0.722 3.199 0.352 -0.376
C 0.225 1.965 0.627 0.185
C -0.877 1.484 -0.191 -0.184
C -1.486 0.267 0.021 -0.379
B -2.717 -0.150 -0.891 1.171
O -2.557 -0.244 -2.268 -0.905
O -3.963 -0.450 -0.358 -0.712
C -4.288 0.235 0.861 -0.072
C -4.393 1.777 0.691 -0.646
H -1.223 -3.390 2.933 0.206
H 0.034 -3.233 1.512 0.211
H -2.719 -2.048 1.215 0.225
H 0.395 -0.830 2.682 0.243
H 3.028 3.011 2.861 0.202
H 2.162 4.494 1.082 0.196
H -1.248 2.119 -1.004 0.226
H -3.213 0.315 -2.708 0.498
H -3.638 -0.040 1.711 0.186
H -5.299 -0.114 1.146 0.186
H -4.815 1.978 -0.309 0.212
H -3.416 2.276 0.787 0.218
H -5.036 2.163 1.498 0.221
Cl 1.034 -0.697 -0.519 0.036
C 2.410 -1.150 -1.470 -0.060
C 2.298 -1.125 -2.855 -0.220
C 3.378 -1.474 -3.650 -0.193
C 4.579 -1.850 -3.060 -0.210
C 4.692 -1.879 -1.680 -0.216
C 3.609 -1.530 -0.884 -0.069
Cl 3.802 -1.588 0.835 0.023
H 1.364 -0.831 -3.317 0.234
H 3.285 -1.454 -4.728 0.218
H 5.426 -2.121 -3.677 0.219
H 5.628 -2.173 -1.223 0.230
```



ORCA calculation (ωB97M-V/def2-TZVPD) on a 2-piece molecular cluster, C5H10N2O overall.

Orbital gap: 8.823 eV
E_HOMO: -7.97 eV
Structure (SMILES): C=CC(N)=O.C=CN
Multiplicity: 1
Total charge: 0
LUMO level: 0.0314 Eh
ΔE to the lowest compared entry with this formula, charge and spin: 1.900 eV

XYZ file:
```
18
Properties=species:S:1:pos:R:3:nbo_charge:R:1
C -1.837 2.360 -0.194 -0.299
C -0.822 1.818 0.486 -0.307
C -0.736 0.314 0.612 0.660
N -0.088 -0.105 1.742 -0.820
O -1.527 -0.383 -0.034 -0.656
H -2.255 3.331 0.018 0.199
H -2.429 1.736 -0.847 0.213
H -0.354 2.393 1.276 0.199
H 0.642 0.295 2.307 0.404
H -0.037 -1.118 1.832 0.405
C 1.540 -0.279 -1.421 -0.556
C 1.544 -1.375 -0.617 0.018
N 0.495 -2.238 -0.310 -0.861
H 2.465 0.085 -1.835 0.207
H 0.656 0.122 -1.889 0.201
H 2.499 -1.818 -0.351 0.182
H 0.652 -3.215 -0.119 0.392
H -0.408 -1.922 -0.658 0.418
```



ORCA calculation (ωB97M-V/def2-TZVPD) on a 2-piece molecular cluster, C4H11NO2 overall.

Orbital gap (alpha / beta): 11.381 / 6.313 eV
E_HOMO (alpha / beta): -15.58 / -15.57 eV
Multiplicity: 2
Total charge: +1
LUMO level (alpha / beta): -0.1544 / -0.3403 Eh
⟨S²⟩: 0.7746
ΔE to the lowest compared entry with this formula, charge and spin: 1.922 eV

XYZ file:
```
18
Properties=species:S:1:pos:R:3:mulliken_spin:R:1
C 0.667 0.292 -1.905 -0.124
N 0.822 0.123 -0.534 0.720
C -0.236 0.866 0.219 0.013
C -0.148 0.652 1.763 0.011
C -1.486 1.139 2.504 0.002
O -0.312 0.863 -2.370 0.319
H 1.268 -0.080 -2.663 -0.006
H 1.203 -0.750 -0.105 -0.030
H -0.187 1.854 -0.007 0.027
H -1.283 0.507 -0.182 0.066
H 0.071 -0.431 1.872 -0.004
H 0.747 1.223 2.153 0.004
H -1.436 0.901 3.609 0.000
H -2.390 0.779 2.054 0.000
H -1.625 2.257 2.684 0.000
H 0.838 -3.093 -1.064 0.000
H 1.252 -3.878 -0.006 0.000
O 0.688 -3.093 -0.141 0.002
```



ORCA calculation (ωB97M-V/def2-TZVPD) on a 2-piece molecular cluster, C2H7I2N2O overall.

Orbital gap: 9.136 eV
E_HOMO: -13.37 eV
Multiplicity: 1
Total charge: +1
LUMO level: -0.1554 Eh
ΔE to the lowest compared entry with this formula, charge and spin: 0.577 eV

XYZ file:
```
14
Properties=species:S:1:pos:R:3:nbo_charge:R:1
C -0.677 0.492 1.204 -0.763
C -0.920 -0.210 -0.069 0.713
N -2.158 -0.294 -0.545 -0.740
N 2.359 -0.189 -0.869 -1.037
O -0.043 -0.844 -0.716 -0.628
I 3.410 0.818 0.634 0.371
I -3.803 0.571 0.189 0.465
H 0.041 -0.027 1.891 0.288
H -0.183 1.464 1.060 0.281
H -1.698 0.803 1.653 0.259
H -2.455 -1.105 -1.139 0.455
H 2.494 -1.254 -0.792 0.419
H 2.709 0.180 -1.758 0.415
H 0.922 -0.403 -0.743 0.501
```



Number 1: maximum force 4.81 eV/Å. Number 2: maximum force 1.87 eV/Å. Number 3: maximum force 2.94 eV/Å. Number 4: maximum force 2.01 eV/Å. Number 5: maximum force 4.31 eV/Å. Number 6: maximum force 2.26 eV/Å.